# 1
DFT (the ωB97M-V functional and the def2-TZVPD basis) results for a 3-piece molecular cluster, C12H26IN3O7P overall at a distorted geometry.

The geometry in ORCA input format:
```
! RIJCOSX wB97M-V def2-TZVPD def2/J DEFGRID3
* xyz 1 1
I -4.5932 4.9276 1.3293
P -6.1962 3.2851 0.5500
O 1.0381 1.2299 -3.0358
O 1.4633 -2.7463 2.8700
O -6.2896 3.5697 -1.1074
O 4.1592 -1.5756 2.9252
O 3.5060 -0.1929 -3.7599
O -1.1057 0.2656 1.3407
O -1.6999 0.6016 -0.7750
N -5.5763 1.6032 0.6281
N -5.7665 -0.4902 0.5008
N -4.4619 -0.3329 0.7371
C 2.5915 -3.2880 2.1926
C -3.0130 1.7424 1.0337
C 1.2781 0.8177 -1.6982
C 3.8883 -2.9722 2.9199
C 2.9380 0.8670 -4.5183
C 3.7863 -0.9499 4.1432
C 1.0217 -1.5220 2.3031
C -1.8428 0.7879 0.5849
C -4.3347 0.9965 0.8120
C -6.5133 0.6126 0.4310
C 2.1771 1.8417 -3.6344
C 2.7268 -1.3784 -3.8031
H 2.2512 0.3373 -1.5819
H 4.5463 -1.1426 4.9068
H -2.1243 1.3668 -1.2030
H -2.9938 2.6018 0.3201
H -7.5932 0.7085 0.2228
H 4.7145 -3.4551 2.3891
H -7.1313 3.1710 -1.3960
H 3.7675 1.3993 -4.9935
H 2.4586 -4.3741 2.1722
H 3.7298 0.1246 3.9673
H -6.1729 -1.4166 0.3631
H 2.9034 -1.9038 -4.7467
H 2.6268 -2.9353 1.1569
H 3.0419 -2.0196 -2.9797
H 1.2166 1.6838 -1.0284
H 0.3838 -1.0221 3.0308
H -2.8796 2.0811 2.0851
H 2.8319 2.2710 -2.8701
H 1.8069 2.6619 -4.2574
H 3.8708 -3.3670 3.9403
H 2.8139 -1.2943 4.5026
H 2.2949 0.4741 -5.3119
H 0.4367 -1.7228 1.4010
H 1.6590 -1.1741 -3.6947
H 0.5056 0.1047 -1.4214
H 1.8538 -0.8585 2.0570
*
```

Output
E_tot = -49048.7213 eV
HOMO = -10.450 eV
Orbital gap = 6.224 eV
Lowest unoccupied orbital energy = -0.1553 Eh

---

# 2
DFT (the ωB97M-V functional and the def2-TZVPD basis) results for C12H26IrN4O2S3 as an isolated structure at a distorted geometry.

The geometry in ORCA input format:
```
! RIJCOSX wB97M-V def2-TZVPD def2/J DEFGRID3
* xyz 4 2
Ir 0.2821 -0.1251 0.0755
S -1.4583 -1.0998 -1.2380
S 0.4943 1.4215 -1.6680
S -1.4173 1.2872 0.8516
O 1.0552 -2.0522 -0.6721
O 2.9270 -3.3516 -1.0773
N 2.3208 -2.3245 2.0847
N 1.7204 -0.5317 3.3992
N 0.1568 -1.4187 1.8665
N 2.6126 0.1805 0.0204
C 4.5844 -1.2496 1.7105
C 3.7920 -2.3514 2.4247
C -0.2062 0.4965 -3.0275
C -0.9810 2.8535 0.1140
C 1.4416 -1.4605 2.5074
C -2.9652 0.8157 0.0247
C -0.7003 2.7537 -1.3503
C 4.6242 -1.3297 0.1710
C -1.5519 -0.0791 -2.7226
C 2.1727 -2.5106 -0.8812
C 3.4033 -0.8557 -0.5612
C -2.9386 -0.6303 -0.3451
H -1.7858 3.5660 0.3187
H 2.7458 1.0732 -0.4571
H 2.5801 -0.5823 3.9367
H 1.9821 -3.0994 1.5290
H -0.2385 1.1497 -3.9046
H 3.9297 -2.2700 3.5034
H 5.4569 -0.7101 -0.1961
H -3.7644 0.9776 0.7516
H -0.5622 -1.0082 2.4624
H -3.1437 1.5032 -0.7998
H -2.3585 0.6447 -2.6269
H -2.9593 -1.2859 0.5272
H 5.6123 -1.3281 2.0654
H -0.2219 3.6839 -1.6659
H -0.1444 -2.3414 1.5476
H 0.9952 0.0406 3.8167
H -1.5688 2.6119 -1.9922
H -3.8106 -0.8933 -0.9525
H -0.1096 3.1915 0.6760
H 3.4754 -0.7767 -1.6448
H 0.5312 -0.2800 -3.2416
H 4.8949 -2.3308 -0.1756
H 2.8942 0.3166 0.9882
H -1.8271 -0.7514 -3.5413
H 4.1465 -3.3407 2.1429
H 4.2372 -0.2668 2.0505
*
```

Output
Expectation value of S² = 0.756
E_tot = -58223.6795 eV
HOMO (alpha / beta) = -21.759 / -23.284 eV
Orbital gap (alpha / beta) = 7.118 / 8.365 eV
Lowest unoccupied orbital energy (alpha / beta) = -0.5380 / -0.5483 Eh

---

# 3
DFT (the ωB97M-V functional and the def2-TZVPD basis) results for one molecule with the formula C12H26N4O3 at a distorted geometry.

The geometry in ORCA input format:
```
! RIJCOSX wB97M-V def2-TZVPD def2/J DEFGRID3
* xyz 0 1
O 0.8122 2.9489 3.2578
O -1.8495 -0.1607 -0.3127
O -1.2392 2.7524 2.4559
N -0.5316 1.6133 0.3305
N 2.3774 0.9551 -3.7502
N 0.3882 -0.5748 2.2735
N -3.7295 -2.1406 -0.8365
C 2.7487 1.3482 -1.2778
C -2.4395 -3.6725 0.7381
C 1.3813 3.1524 0.1135
C -2.9372 -3.3972 -0.7059
C 0.1799 -0.7649 0.8517
C 1.8065 2.5641 -1.2163
C 0.1192 2.6450 2.3248
C -0.2715 -2.2616 0.6828
C 0.5892 2.1699 0.9654
C -1.5255 -2.6531 1.4676
C 3.3203 1.1958 -2.7139
C -0.8795 0.2655 0.2435
H -3.1392 -1.3297 -0.6893
H 3.8794 2.1179 -2.9342
H 1.2446 1.3443 1.1421
H -1.9505 -4.6160 0.7076
H 1.5986 1.6009 -3.7145
H 0.2006 -1.4311 2.7817
H 1.9616 0.0322 -3.7790
H 2.1676 0.4698 -0.9813
H 0.6467 4.0191 0.0012
H -1.1877 -3.1203 2.3992
H 4.0282 0.3579 -2.7000
H 0.5684 -2.8434 1.0732
H -1.2070 3.0001 3.4155
H -2.1787 -1.7886 1.7564
H -1.2965 2.2513 0.0842
H -3.4653 -4.2586 -0.9572
H 1.1380 -0.6271 0.4046
H 2.2377 3.4812 0.7042
H -3.3620 -3.8114 1.3656
H 3.5406 1.4698 -0.5199
H -0.2692 0.1427 2.5136
H 2.2072 3.3816 -1.9368
H -1.9675 -3.4820 -1.3013
H 0.8082 2.3698 -1.6480
H -0.3519 -2.5615 -0.3259
H -4.1720 -2.1540 -1.7536
*
```

Output
SMILES = NCCCC[C@H](NC(=O)[C@@H](N)CCCCN)C(=O)O
E_tot = -24968.3202 eV
HOMO = -8.620 eV
Orbital gap = 9.167 eV
Lowest unoccupied orbital energy = 0.0201 Eh

---

# 4
DFT (the ωB97M-V functional and the def2-TZVPD basis) results for one molecule with the formula C12H26N8O3 at a distorted geometry.

The geometry in ORCA input format:
```
! RIJCOSX wB97M-V def2-TZVPD def2/J DEFGRID3
* xyz 0 1
O 0.1416 -2.2233 -1.9672
O -0.0007 -0.4980 2.8533
O -2.0446 -1.1182 2.2324
N -3.2021 2.2810 0.5792
N 3.1408 -0.4281 -1.9387
N -0.9789 2.3507 0.9859
N -2.6759 2.4560 2.7463
N 2.7953 -0.0535 0.2506
N -0.8515 -0.8005 -3.7686
N 4.8649 -1.1388 -0.2824
N 0.1569 -0.6445 -0.2341
C -2.4143 0.9231 -1.3500
C 3.7328 -0.6587 -0.5981
C 1.1400 -2.4417 0.9447
C -0.7468 -1.0408 2.1150
C -2.8968 2.3381 -0.8564
C 0.0017 -1.0722 -1.5547
C 2.8959 -0.5231 1.6949
C -0.3287 -0.0618 -2.6173
C -0.1678 -1.6662 0.8310
C 2.3286 -1.9177 1.9217
C -2.1580 2.3862 1.4912
C -1.2682 1.1468 -2.2156
H -1.8117 1.5724 -3.0911
H 1.8149 -0.1091 -0.0708
H -3.6363 2.4901 2.9547
H 2.2357 0.2313 2.1750
H -1.9412 2.8526 -0.8202
H -0.1221 -1.4533 -3.7550
H 3.6410 -0.9163 -2.6428
H 3.8951 -0.2895 2.0656
H -0.5365 1.9902 -2.0371
H -0.3290 0.2191 -0.0367
H -3.2840 0.4469 -1.8340
H 1.5616 -2.4072 -0.0409
H -4.0091 2.7046 1.0178
H -3.7247 2.8739 -1.3811
H 0.9723 -3.4870 1.2999
H -2.0103 2.3099 3.5291
H 2.2805 0.0580 -2.2000
H -0.9425 -2.2964 0.3759
H -1.6401 -1.3830 -3.6523
H 5.1453 -0.8922 0.7085
H 1.8326 -1.9069 2.8702
H -2.3282 -0.7644 3.0527
H 0.6033 0.4437 -2.8393
H -2.0187 0.2440 -0.5152
H -0.1384 2.6243 1.4563
H 3.0266 -2.7504 2.1476
*
```

Output
SMILES = [H]/N=C(/N)NCCC[C@H](NC(=O)[C@@H](N)CCCN/C(N)=N/[H])C(=O)O
E_tot = -30926.9754 eV
HOMO = -8.399 eV
Orbital gap = 8.549 eV
Lowest unoccupied orbital energy = 0.0055 Eh

---

# 5
DFT (the ωB97M-V functional and the def2-TZVPD basis) results for C12H26NO5P2SSn as an isolated structure at a distorted geometry.

The geometry in ORCA input format:
```
! RIJCOSX wB97M-V def2-TZVPD def2/J DEFGRID3
* xyz 1 1
Sn 0.0184 0.3703 1.0543
S -0.1946 1.3150 3.7135
P 2.3215 -0.5741 0.3411
P -2.3822 0.1777 0.2407
O 0.5177 -4.6772 0.0315
O -2.3856 -3.5543 -3.7733
O -0.9198 2.2530 4.5193
O 0.4566 1.9887 2.4808
O -0.9977 0.1609 3.1097
N 0.1429 1.2573 -1.1046
C 1.3995 1.3892 -1.6105
C 3.5973 -0.4937 1.6374
C -0.9341 1.3425 -1.9228
C -2.3310 0.9702 -1.4476
C -0.7716 1.8795 -3.2091
C 2.8581 -1.8995 -0.7814
C 2.5852 0.9540 -0.7448
C 1.5963 2.0793 -2.8108
C -3.1480 1.6434 1.0051
C -3.6096 -1.1650 0.3776
C 0.4914 2.3682 -3.6043
C 1.1194 0.5917 4.7093
H -4.5965 -0.8566 -0.0011
H 1.3401 -0.3660 4.2357
H 2.1133 -2.0012 -1.5893
H 2.6125 2.4191 -3.0555
H -2.8746 0.3139 -2.1603
H 0.7409 0.4249 5.7264
H -2.9525 1.8827 -1.3595
H 2.8672 1.7681 -0.0434
H -3.2941 -2.0804 -0.1506
H 3.4606 0.6910 -1.3734
H -0.4221 -4.4876 0.1676
H 1.9962 1.2526 4.7272
H 4.6003 -0.3417 1.1991
H -1.6572 2.0039 -3.8300
H 3.5900 -1.4590 2.1772
H 0.6097 2.8846 -4.5547
H -2.1296 -3.2145 -2.8660
H 0.6221 -4.7241 -0.9734
H 3.3845 0.3261 2.3486
H 3.8481 -1.6740 -1.2298
H -4.1294 1.7666 0.5324
H 2.9043 -2.8460 -0.2147
H -2.5074 -2.6894 -4.2273
H -3.7532 -1.4479 1.4324
H -3.2651 1.5507 2.0873
H -2.5384 2.5273 0.7840
*
```

Output
E_tot = -59830.2361 eV
HOMO = -8.946 eV
Orbital gap = 5.637 eV
Lowest unoccupied orbital energy = -0.1216 Eh

---

# 6
DFT (the ωB97M-V functional and the def2-TZVPD basis) results for C12H27Al2Cl6F5KNO6Si as an isolated structure at a distorted geometry.

The geometry in ORCA input format:
```
! RIJCOSX wB97M-V def2-TZVPD def2/J DEFGRID3
* xyz 0 1
K -1.1008 -0.2988 -3.0213
Cl 3.5247 2.7412 0.5335
Cl 3.8821 0.0283 -0.4234
Cl 7.7894 0.0120 3.8181
Cl 5.7862 1.1735 1.4212
Cl 6.4276 2.5034 4.5027
Cl 5.6765 2.1151 -1.2996
Si -3.4479 0.8874 -0.3426
Al -1.1468 3.0106 -3.1875
Al 0.1840 -4.9373 -5.1452
F -1.2290 -5.8508 -5.5493
F 0.7574 -5.3751 -3.5682
F -0.2495 -3.2584 -5.0895
F 1.4126 -5.1540 -6.3252
F -0.0289 -7.8410 -5.5831
O 0.9960 -2.7809 3.7472
O -1.3264 -3.8081 1.4011
O 6.5420 -2.1214 0.2080
O -3.5490 3.1300 3.9846
O -1.7523 6.5438 -3.9997
O -0.8911 -0.1837 0.6005
N 0.7203 1.2510 -0.3492
C 0.5095 -0.1298 0.2696
C -1.5252 0.6637 -0.3835
C 0.7294 -2.3321 -1.4406
C 0.7482 -1.3430 -0.7108
C -3.9916 1.1835 1.4611
C -0.6387 1.9543 -0.1736
C 0.6274 -3.5926 2.8838
C -0.9130 -3.0126 2.2661
C 6.8261 0.8602 5.0298
C -4.2877 -0.7246 -0.9738
C 4.7297 1.5113 0.0593
C -3.9672 2.3574 -1.4579
H 7.3922 0.9166 5.9537
H -1.2449 0.3903 -1.4290
H -3.4767 -1.3600 -1.3810
H 1.1658 -0.1066 1.1542
H -2.8269 2.4981 4.0698
H 1.3521 1.8263 0.2221
H 5.9044 0.3109 5.1930
H 0.4476 -3.3122 -1.8617
H 1.2439 -3.7128 1.9755
H -0.8014 2.8123 -0.8440
H -1.5441 -2.8710 3.1606
H -4.6762 2.0359 -2.2397
H -1.2119 7.0687 -3.3986
H 6.1761 -1.2475 0.3481
H -3.0543 2.7351 -1.9645
H -4.4090 3.1460 -0.8204
H -2.4601 7.1433 -4.2631
H -3.5509 3.6024 4.8250
H -4.7892 -1.1857 -0.1078
H -0.7737 2.1193 0.9122
H 0.4151 -4.6305 3.1910
H -0.7217 -1.9766 1.9476
H -5.0046 -0.4200 -1.7579
H 0.8365 1.2836 -1.3758
H -5.0555 0.9167 1.5921
H -3.3150 0.5713 2.0857
H -3.8414 2.2636 1.6502
*
```

Output
E_tot = -152761.3613 eV
HOMO = -6.385 eV
Orbital gap = 1.386 eV
Lowest unoccupied orbital energy = -0.1837 Eh